Molecular formula: C29H48BrCoNOP2
Method: DFT, wB97M-V/def2-TZVPD

Structure (ORCA input):
```
! wB97M-V def2-TZVPD RIJCOSX def2/J DEFGRID3
* xyz 2 4
N 9.516 -1.507 1.350
C 8.958 -0.752 2.301
C 7.595 -0.392 2.283
C 6.751 -0.809 1.227
C 7.377 -1.590 0.233
C 8.743 -1.904 0.326
C 5.327 -0.478 1.163
Co 0.338 0.561 -0.028
P -4.570 -2.230 0.435
C 4.466 -0.956 0.215
C 3.031 -0.796 0.212
C 2.195 -1.897 -0.120
C 1.003 -2.090 0.599
C 0.500 -1.020 1.315
C 1.186 0.225 1.537
C 2.474 0.325 0.871
Br -1.332 -0.949 1.935
H 4.974 0.110 2.017
H 4.861 -1.694 -0.472
H 7.246 0.188 3.125
H 6.845 -1.984 -0.620
H 9.628 -0.445 3.121
H 9.254 -2.520 -0.429
H 2.643 -2.685 -0.723
H 3.183 1.122 1.113
H 0.508 -3.041 0.770
H 0.964 0.717 2.454
P -0.391 0.907 -1.989
C -3.975 -2.539 2.107
C -4.617 -3.752 2.759
H -4.166 -1.635 2.697
H -2.888 -2.673 2.071
H -4.317 -3.822 3.806
H -5.705 -3.678 2.721
H -4.322 -4.680 2.264
C -3.548 -3.044 -0.813
C -4.461 -3.832 -1.740
H -2.843 -3.683 -0.278
H -2.965 -2.299 -1.356
H -3.906 -4.542 -2.345
H -5.208 -4.388 -1.174
H -5.010 -3.179 -2.418
C -4.469 -0.437 0.133
C -5.884 0.127 0.376
H -4.120 -0.269 -0.900
H -3.723 0.000 0.814
H -6.018 1.090 -0.131
H -6.641 -0.580 -0.001
H -6.067 0.269 1.452
C -1.606 2.116 -2.591
C -1.208 2.965 -3.803
H -1.892 2.729 -1.723
H -2.468 1.473 -2.835
H -0.498 3.761 -3.530
H -0.778 2.361 -4.618
H -2.110 3.452 -4.196
C -0.996 -0.688 -2.601
C 0.055 -1.643 -3.123
H -1.716 -0.434 -3.386
H -1.567 -1.143 -1.782
H 0.640 -1.195 -3.931
H 0.747 -1.990 -2.349
H -0.445 -2.531 -3.523
C 1.275 1.229 -2.640
C 1.922 2.479 -2.048
H 1.164 1.249 -3.730
H 1.848 0.328 -2.377
H 2.953 2.259 -1.744
H 1.952 3.289 -2.791
H 1.417 2.859 -1.143
C -1.601 4.062 3.040
C -1.265 4.940 1.863
C -1.101 3.954 0.687
O -0.962 2.628 1.185
C -1.302 2.631 2.583
H -1.040 4.345 3.923
H -2.654 4.123 3.267
H -0.316 5.474 2.008
H -2.040 5.673 1.646
H -1.990 4.021 0.022
H -0.214 4.221 0.094
H -0.459 2.184 3.146
H -2.164 1.952 2.739
*
```

* HOMO level (alpha / beta): -12.85 / -13.04 eV
* frontier orbital gap (alpha / beta): 0.273 / 0.159 Ha
* LUMO energy (alpha / beta): -5.416 / -8.727 eV
* <S²>: 3.797

Here are the Löwdin charges for atoms 1 to 2, given in e: atom 1 (N): 0.06, atom 2 (C): -0.12

---

Molecular formula: C29H48BrF5IN2O11PS2
Method: DFT, wB97M-V/def2-TZVPD

Structure (ORCA input):
```
! wB97M-V def2-TZVPD RIJCOSX def2/J DEFGRID3
* xyz 0 1
C 5.343 4.289 2.164
C 4.310 3.864 3.198
C 2.958 3.572 2.600
O 2.022 4.338 2.748
O 2.846 2.394 1.915
C 2.342 2.546 0.576
C 1.229 1.517 0.429
C 0.547 1.503 -0.938
O -0.251 0.394 -1.187
C -1.426 0.299 -0.372
P -1.039 -1.178 0.737
O -2.396 -2.084 0.785
Br -0.993 -0.208 2.813
C -2.653 0.189 -1.312
C -3.970 -0.189 -0.630
C -4.211 0.359 0.776
C -5.390 -0.426 1.443
C -5.012 -1.048 2.781
N -4.596 -2.452 2.709
C -4.871 -3.399 1.806
C -4.278 -4.550 2.209
C -3.629 -4.257 3.404
C -3.823 -2.953 3.713
C -2.775 1.549 -2.081
C -3.576 2.684 -1.432
C -2.773 3.588 -0.508
O -2.847 3.166 0.861
C -2.652 4.172 1.757
C -3.627 4.179 2.895
O -1.753 4.978 1.668
N -2.229 -0.804 -2.348
C -3.342 -1.392 -3.086
I -2.626 -1.611 -5.157
C -3.693 -2.813 -2.623
C -5.088 -3.233 -3.135
S 1.751 1.485 -2.326
O 2.417 2.741 -2.482
O 1.000 1.119 -3.488
C 2.928 0.085 -2.048
F 2.348 -0.788 -1.223
F 4.057 0.492 -1.462
C 3.305 -0.690 -3.368
F 3.423 0.089 -4.421
F 2.412 -1.648 -3.565
F 4.476 -1.305 -3.140
H 5.007 5.124 1.557
H 5.673 3.465 1.541
H 6.225 4.650 2.687
H 4.174 4.603 3.974
H 4.669 2.953 3.683
H 3.181 2.367 -0.090
H 1.991 3.557 0.392
H 1.617 0.548 0.728
H 0.475 1.826 1.149
H 0.021 2.448 -1.098
H -1.510 1.231 0.189
H -2.468 -2.461 1.680
H -4.065 -1.264 -0.564
H -4.787 0.125 -1.280
H -3.368 0.234 1.443
H -4.523 1.393 0.797
H -5.793 -1.176 0.773
H -6.215 0.258 1.620
H -5.903 -1.028 3.414
H -4.280 -0.457 3.316
H -5.478 -3.250 0.936
H -4.309 -5.492 1.704
H -3.085 -4.982 3.980
H -3.494 -2.379 4.552
H -3.261 1.321 -3.028
H -1.796 1.948 -2.338
H -3.865 3.354 -2.241
H -4.510 2.387 -0.969
H -3.237 4.571 -0.566
H -1.749 3.727 -0.853
H -4.150 5.127 2.941
H -3.100 4.066 3.836
H -4.347 3.371 2.823
H -1.683 -0.299 -3.032
H -4.217 -0.758 -3.216
H -3.557 -2.924 -1.551
H -2.974 -3.458 -3.110
H -5.866 -3.189 -2.381
H -5.013 -4.218 -3.576
H -5.357 -2.568 -3.952
C 5.848 -2.423 -0.512
C 7.143 -1.754 -0.924
O 8.286 -2.296 -0.231
S 8.861 -3.694 -0.729
C 10.388 -3.624 0.144
O 9.110 -3.614 -2.135
O 8.063 -4.748 -0.188
H 5.815 -3.460 -0.846
H 5.002 -1.902 -0.946
H 5.743 -2.427 0.573
H 7.297 -1.813 -2.002
H 7.113 -0.698 -0.660
H 10.974 -2.793 -0.238
H 10.905 -4.565 -0.033
H 10.180 -3.503 1.204
*
```

* HOMO level: -8.75 eV
* frontier orbital gap: 0.331 Ha
* LUMO energy: 0.262 eV
* SMILES: CCC(=O)OCC[C@H](O[C@H](P(O)Br)[C@@](CCCCn1cccc1)(CCCOC(C)=O)N[C@@H](I)CC)S(=O)(=O)C(F)(F)C(F)(F)F.CCOS(C)(=O)=O

Here are the Löwdin charges for atoms 1 to 2, given in e: atom 1 (C): -0.08, atom 2 (C): -0.15

---

Molecular formula: C29H48Cl2N3O4PtSeSi
Method: DFT, wB97M-V/def2-TZVPD

Structure (ORCA input):
```
! wB97M-V def2-TZVPD RIJCOSX def2/J DEFGRID3
* xyz -1 3
C -1.565 -0.757 -5.485
C -0.997 -1.815 -4.604
H -1.236 -0.939 -6.509
H -1.204 0.220 -5.138
H -2.667 -0.701 -5.469
C -0.495 -3.005 -4.970
C -0.096 -3.411 -6.347
H -0.211 -3.710 -4.191
H 0.607 -2.698 -6.809
H -0.941 -3.532 -7.034
H 0.414 -4.384 -6.271
Pt -0.176 0.637 1.004
Cl 1.097 4.083 0.279
C 0.089 -2.037 2.296
O 0.766 -0.965 2.176
N 0.624 -3.155 2.786
C 2.073 -3.344 2.833
C -0.241 -4.303 3.097
H -0.976 -2.092 2.011
H 2.603 -2.392 2.704
H 2.391 -4.061 2.058
H 2.340 -3.796 3.797
H -1.294 -4.005 2.956
H -0.074 -4.614 4.142
H 0.010 -5.147 2.429
H 1.734 2.130 5.465
H -0.404 4.390 5.405
C 2.074 2.895 4.748
C 0.304 4.648 4.603
N 0.940 3.460 4.027
H 2.832 2.455 4.092
C 0.438 2.800 2.983
O 1.003 1.737 2.571
H -0.222 5.220 3.832
H -0.454 3.234 2.511
H 2.494 3.738 5.298
H 1.086 5.264 5.053
H 1.947 1.172 -2.852
H 2.995 -2.035 -3.115
C 2.959 0.861 -2.565
C 3.589 -1.527 -2.346
N 2.906 -0.365 -1.799
H 3.444 1.649 -1.974
C 2.249 -0.381 -0.646
O 1.669 0.659 -0.200
H 3.813 -2.228 -1.537
H 2.324 -1.316 -0.079
H 3.543 0.632 -3.456
H 4.512 -1.200 -2.831
O 0.114 -0.397 -3.192
C -0.805 -1.363 -3.136
C 0.562 -3.145 -1.880
C -0.664 -2.536 -2.129
H 1.421 -2.789 -2.444
C 0.669 -4.182 -0.940
H -1.829 -0.967 -2.902
C -1.813 -3.029 -1.495
H 1.658 -4.557 -0.661
C -0.475 -4.714 -0.345
C -1.720 -4.142 -0.634
H -2.775 -2.535 -1.709
H -0.413 -5.551 0.363
H -2.620 -4.545 -0.156
Si -0.029 3.734 -1.601
Cl -0.975 1.707 -0.854
C 1.692 3.833 -2.448
C -1.270 4.950 -0.757
C -0.844 3.605 -3.362
H 2.567 3.620 -1.806
H 1.817 4.873 -2.820
H 1.741 3.174 -3.336
H -0.323 2.867 -4.002
H -0.737 4.570 -3.884
H -1.917 3.358 -3.363
H -1.596 4.580 0.226
H -2.179 5.116 -1.344
H -0.844 5.943 -0.580
Se -2.462 0.193 1.307
C -2.735 0.667 3.098
C -3.963 1.293 3.389
C -4.320 1.482 4.716
C -3.463 1.091 5.757
C -2.219 0.535 5.445
C -1.830 0.347 4.121
H -4.615 1.600 2.576
H -5.281 1.942 4.934
H -3.758 1.228 6.799
H -1.530 0.237 6.235
H -0.850 -0.061 3.884
*
```

* HOMO level (alpha / beta): -3.33 / -3.40 eV
* frontier orbital gap (alpha / beta): 0.196 / 0.197 Ha
* LUMO energy (alpha / beta): 1.995 / 1.956 eV
* <S²>: 2.007

Here are the Löwdin charges for atoms 1 to 2, given in e: atom 1 (C): -0.05, atom 2 (C): -0.24

---

Molecular formula: C29H48Cl2N3O4SeSiY
Method: DFT, wB97M-V/def2-TZVPD

Structure (ORCA input):
```
! wB97M-V def2-TZVPD RIJCOSX def2/J DEFGRID3
* xyz 0 1
C -2.265 -1.783 -3.251
C -1.100 -0.951 -3.694
H -3.087 -1.701 -3.968
H -2.616 -1.454 -2.261
H -1.994 -2.848 -3.161
C -1.018 -0.294 -4.867
C -2.057 -0.250 -5.930
H -0.098 0.230 -5.128
H -3.027 -0.611 -5.587
H -1.763 -0.837 -6.810
H -2.188 0.776 -6.287
Y -0.331 0.582 0.467
Cl -2.699 0.237 1.196
C 2.775 0.874 -0.538
O 1.823 1.386 0.122
N 3.889 1.532 -0.822
C 4.056 2.942 -0.483
C 5.001 0.877 -1.497
H 2.722 -0.175 -0.883
H 3.187 3.297 0.074
H 4.184 3.531 -1.401
H 4.969 3.050 0.114
H 4.766 -0.188 -1.613
H 5.921 0.993 -0.907
H 5.169 1.317 -2.490
H 1.807 1.060 5.629
H 0.822 -1.169 6.444
C 0.794 1.308 5.284
C -0.125 -0.913 5.947
N 0.096 0.082 4.901
H 0.839 1.967 4.414
C -0.236 -0.121 3.637
O 0.096 0.678 2.715
H -0.552 -1.818 5.500
H -0.794 -1.048 3.409
H 0.243 1.785 6.102
H -0.817 -0.529 6.710
H -2.465 0.859 -2.672
H -1.165 2.739 -4.480
C -2.705 1.831 -2.214
C -1.499 3.432 -3.693
N -1.582 2.757 -2.401
H -2.922 1.672 -1.151
C -0.743 3.103 -1.419
O -0.837 2.681 -0.237
H -0.772 4.249 -3.596
H 0.064 3.795 -1.719
H -3.585 2.237 -2.730
H -2.483 3.835 -3.965
O -0.362 -0.219 -1.530
C 0.036 -0.897 -2.671
C 1.448 1.051 -3.442
C 1.336 -0.322 -3.244
H 0.636 1.693 -3.076
C 2.540 1.554 -4.150
H 0.238 -1.948 -2.389
C 2.374 -1.188 -3.597
H 2.590 2.628 -4.347
C 3.533 0.682 -4.605
C 3.472 -0.684 -4.302
H 2.263 -2.247 -3.332
H 4.378 1.079 -5.175
H 4.271 -1.363 -4.609
Si -5.074 -1.646 2.373
Cl -4.899 -1.884 0.295
C -5.425 0.144 2.872
C -3.633 -2.481 3.231
C -6.682 -2.573 2.732
H -4.781 0.873 2.363
H -5.286 0.273 3.957
H -6.474 0.381 2.640
H -7.521 -2.019 2.298
H -6.863 -2.678 3.812
H -6.638 -3.574 2.283
H -2.666 -2.104 2.887
H -3.671 -3.560 3.038
H -3.684 -2.335 4.319
Se 1.301 -2.147 0.857
C 2.419 -1.911 2.298
C 2.800 -3.048 3.053
C 3.631 -2.931 4.162
C 4.122 -1.672 4.556
C 3.755 -0.536 3.818
C 2.934 -0.654 2.703
H 2.413 -4.017 2.736
H 3.903 -3.830 4.722
H 4.784 -1.577 5.420
H 4.121 0.455 4.113
H 2.660 0.226 2.124
*
```

* HOMO level: -6.35 eV
* frontier orbital gap: 0.243 Ha
* LUMO energy: 0.267 eV

Here are the Löwdin charges for atoms 1 to 2, given in e: atom 1 (C): -0.04, atom 2 (C): -0.24

---

Number 1: E_tot -160617.675 eV. Number 2: E_tot -179042.627 eV. Number 3: E_tot -145026.815 eV. Number 4: E_tot -142832.517 eV.